No. 1
C38H56N5O33 | wB97M-V/def2-TZVPD

XYZ file:
```
132
Properties=species:S:1:pos:R:3:mulliken_charge:R:1
C -5.054 0.448 4.845 -0.822
C -5.722 1.143 3.482 -0.313
C -5.686 -0.012 2.292 -0.586
N -4.644 0.256 1.217 -0.689
N -3.718 -0.778 1.364 0.908
N -4.069 -2.039 0.887 -0.242
C -2.877 -2.894 1.255 -0.120
N -1.844 -1.995 1.958 -0.362
C -2.374 -0.579 2.042 0.125
N -1.852 0.577 2.570 0.096
H -4.154 -0.276 4.588 0.081
H -4.631 1.314 5.549 0.312
H -5.855 -0.205 5.421 0.322
H -5.166 2.124 3.164 0.232
H -6.874 1.316 3.717 0.318
H -5.502 -1.042 2.868 0.310
H -6.723 -0.138 1.737 0.301
H -4.170 1.180 1.342 0.270
H -4.982 -2.250 0.428 0.303
H -2.845 -4.040 1.018 0.343
H -0.805 0.731 2.527 0.133
H -2.399 1.311 3.097 0.132
C 2.112 -3.268 1.644 -0.086
C 1.522 -1.903 1.495 0.246
O 2.531 -1.055 2.010 -0.291
C 3.712 -1.731 1.902 0.622
O 4.810 -1.235 2.094 -0.574
O 3.505 -3.033 1.549 -0.334
H 1.780 -3.954 0.860 0.015
H 1.895 -3.713 2.621 0.285
H 1.339 -1.640 0.448 0.122
H 0.593 -1.788 2.059 -0.004
C -3.482 -0.258 -2.080 0.205
C -4.508 -1.090 -2.778 0.090
O -4.830 -0.319 -3.920 -0.326
C -3.760 0.494 -4.165 0.604
O -3.625 1.170 -5.171 -0.592
O -2.863 0.450 -3.137 -0.352
H -2.751 -0.865 -1.539 0.126
H -3.929 0.463 -1.386 0.038
H -4.110 -2.057 -3.104 -0.049
H -5.395 -1.260 -2.162 0.290
C 0.184 0.416 -6.879 -0.133
C -1.138 0.228 -7.550 -0.075
O -1.033 -1.063 -8.120 -0.355
C -0.088 -1.738 -7.402 0.455
O 0.137 -2.932 -7.510 -0.603
O 0.571 -0.904 -6.546 0.097
H 0.111 1.037 -5.982 0.382
H 0.936 0.846 -7.550 -0.043
H -1.972 0.234 -6.839 -0.024
H -1.324 0.979 -8.322 0.330
C -1.407 -5.624 -4.778 0.110
C -2.214 -5.306 -5.995 -0.198
O -3.440 -4.843 -5.461 -0.326
C -3.178 -4.391 -4.200 0.530
O -3.971 -3.769 -3.512 -0.697
O -1.914 -4.726 -3.808 -0.114
H -0.337 -5.463 -4.934 -0.003
H -1.566 -6.649 -4.427 0.276
H -1.766 -4.507 -6.596 0.064
H -2.373 -6.182 -6.629 0.331
C 0.095 5.242 2.242 -0.351
C 0.848 4.033 2.694 0.041
O 0.035 3.512 3.728 -0.241
C -1.233 3.963 3.502 0.655
O -2.221 3.571 4.102 -0.617
O -1.253 4.908 2.517 -0.321
H 0.233 5.445 1.176 0.330
H 0.360 6.138 2.812 0.274
H 0.943 3.280 1.905 0.220
H 1.844 4.281 3.071 0.008
C 3.156 -6.397 -2.558 -0.468
C 2.350 -6.079 -3.775 -0.346
O 1.124 -5.616 -3.242 -0.170
C 1.385 -5.164 -1.980 0.569
O 0.593 -4.542 -1.293 -0.539
O 2.650 -5.499 -1.589 -0.304
H 4.226 -6.236 -2.714 0.327
H 2.998 -7.422 -2.208 0.324
H 2.797 -5.281 -4.377 0.237
H 2.190 -6.955 -4.410 0.369
C 3.341 -0.984 -2.827 -0.299
C 2.699 -1.194 -4.160 0.234
O 3.387 -2.317 -4.679 -0.224
C 3.891 -3.002 -3.611 0.503
O 4.395 -4.110 -3.680 -0.634
O 3.756 -2.286 -2.457 -0.247
H 2.645 -0.575 -2.090 0.296
H 4.221 -0.335 -2.884 0.289
H 1.635 -1.439 -4.078 0.141
H 2.816 -0.329 -4.819 -0.027
C -3.863 -3.030 8.279 -0.377
C -4.431 -2.909 6.902 -0.304
O -4.988 -1.609 6.892 -0.233
C -4.333 -0.889 7.849 0.624
O -4.441 0.317 7.998 -0.532
O -3.540 -1.693 8.616 -0.309
H -2.973 -3.663 8.309 0.316
H -4.594 -3.409 9.001 0.267
H -3.661 -2.970 6.126 0.209
H -5.198 -3.662 6.701 0.315
C 3.371 4.008 7.515 -0.421
C 2.345 3.175 6.817 -0.390
O 2.023 3.946 5.675 -0.165
C 3.092 4.759 5.430 0.705
O 3.228 5.435 4.424 -0.722
O 3.990 4.716 6.458 -0.289
H 4.102 3.401 8.056 0.355
H 2.924 4.728 8.209 0.260
H 2.742 2.209 6.491 0.291
H 1.458 3.006 7.433 0.337
C 3.870 1.702 -9.814 -0.293
C 4.997 2.253 -9.002 -0.358
O 4.487 2.234 -7.683 -0.315
C 3.505 1.286 -7.650 0.578
O 2.968 0.886 -6.631 -0.570
O 3.204 0.844 -8.906 -0.253
H 4.219 1.145 -10.688 0.277
H 3.172 2.479 -10.143 0.274
H 5.891 1.623 -9.045 0.268
H 5.265 3.271 -9.300 0.298
C 5.183 7.782 6.592 -0.170
C 4.616 7.902 5.214 0.211
O 4.058 9.202 5.205 -0.326
C 4.714 9.922 6.161 0.618
O 4.606 11.128 6.310 -0.547
O 5.506 9.118 6.928 -0.342
H 6.074 7.148 6.621 0.304
H 4.453 7.402 7.313 0.221
H 5.386 7.841 4.438 0.174
H 3.849 7.149 5.013 -0.103
```

## Properties
Kohn-Sham gap, eV: 7.84
Total charge: +1
Total energy, Eh: -4237.91913

No. 2
C40H36B2BrCaCsF7KMgN6O15PS4 | wB97M-V/def2-TZVPD

XYZ file:
```
116
Properties=species:S:1:pos:R:3:mulliken_charge:R:1
C -7.256 0.140 -4.630 -0.567
O -6.440 -1.008 -4.268 -0.443
B -5.446 -1.253 -5.273 0.744
O -5.844 -1.926 -6.480 -0.460
C -3.873 -0.824 -5.034 0.238
C -3.034 -0.337 -6.247 -0.418
N -1.618 0.040 -6.204 -1.105
C -1.113 -0.118 -4.837 0.684
C 0.457 0.217 -4.590 0.181
P 1.574 0.751 -6.081 0.042
N 2.188 -0.513 -6.884 -0.584
C 1.125 0.105 -3.206 -0.571
C 0.237 -0.361 -1.999 0.186
C 0.982 -0.513 -0.567 -0.174
C 1.792 -1.930 -0.673 -0.785
C 2.800 -2.169 0.551 -0.299
S 1.838 -2.945 1.939 0.173
C 3.090 -3.866 2.962 -0.482
S 3.434 -5.464 2.616 0.008
N 3.791 -3.252 4.120 0.467
C 3.783 -3.640 5.524 0.073
C 4.652 -2.609 6.294 -1.147
N 5.171 -1.623 5.323 -0.448
C 4.634 -2.059 4.079 -0.153
C -1.264 -0.677 -2.199 0.911
C -2.131 -1.149 -0.913 -1.186
B -2.568 0.231 -0.127 0.690
O -3.699 0.992 -0.607 -0.664
O -1.816 0.725 1.032 -0.552
C -1.956 -0.563 -3.620 0.103
N -3.354 -0.923 -3.696 -0.143
H -8.184 -0.132 -5.256 0.250
H -6.666 0.907 -5.254 0.201
H -7.532 0.669 -3.647 0.242
H -5.214 -1.767 -7.214 0.270
H -3.574 -0.292 -7.297 0.182
H 2.646 1.626 -5.644 0.102
H 0.758 1.509 -7.000 0.136
H 3.228 -0.458 -6.900 0.223
H 2.224 0.333 -3.019 0.329
H 1.672 0.380 -0.392 0.091
H 0.231 -0.629 0.298 0.207
H 1.015 -2.776 -0.780 0.243
H 2.335 -1.881 -1.695 0.448
H 3.265 -1.178 0.878 0.155
H 3.583 -2.943 0.193 0.427
H 3.202 -4.520 5.970 0.336
H 4.839 -2.592 7.435 0.581
H 4.812 -1.507 3.085 0.355
H -3.060 -1.757 -1.215 0.372
H -1.522 -1.846 -0.220 0.018
H -3.510 1.946 -0.390 0.154
H -1.675 1.701 0.933 0.238
C -2.082 -5.484 1.323 0.550
F -1.779 -4.316 1.956 0.083
F -2.816 -6.212 2.197 -0.263
F -2.922 -5.166 0.316 -0.195
S -0.595 -6.371 0.745 0.984
O 0.158 -6.635 1.960 -0.653
O 0.038 -5.444 -0.177 -0.553
N -1.342 -7.607 0.099 -0.332
S -0.341 -8.660 -0.547 1.046
O 0.474 -9.422 0.382 -0.648
O 0.343 -8.236 -1.755 -0.644
C -1.599 -9.847 -1.128 0.625
F -2.467 -9.288 -2.003 -0.231
F -2.353 -10.334 -0.116 -0.235
F -1.061 -10.913 -1.752 -0.205
C -3.376 3.559 3.094 -0.224
O -3.735 2.194 2.949 -0.512
H -4.123 4.056 3.715 0.271
H -2.397 3.634 3.577 0.113
H -3.345 4.039 2.113 0.050
H -3.058 1.778 2.396 0.376
C 4.077 6.855 1.687 -0.567
C 3.783 5.961 0.659 -0.561
C 3.493 4.632 0.953 -0.535
C 3.508 4.191 2.275 0.128
C 3.828 5.082 3.304 0.223
C 4.101 6.418 3.007 -0.575
C 3.898 4.617 4.706 0.683
O 4.176 5.396 5.615 -0.809
C 3.638 3.201 5.000 0.470
C 3.756 2.744 6.304 -0.842
C 3.505 1.405 6.611 0.275
C 3.121 0.519 5.602 -1.132
C 3.004 0.964 4.294 -1.126
C 3.270 2.313 3.983 -0.229
C 3.182 2.780 2.579 0.521
O 2.854 2.013 1.692 -0.695
H 4.294 7.893 1.457 0.402
H 3.777 6.300 -0.371 0.427
H 3.260 3.942 0.148 0.523
H 4.336 7.119 3.801 0.434
H 4.048 3.425 7.086 1.156
H 3.606 1.051 7.640 -0.363
H 2.919 -0.520 5.839 0.617
H 2.713 0.270 3.513 1.093
Cs -0.574 -1.292 -8.170 1.041
Mg -3.058 -3.381 3.637 0.169
F 4.018 -1.232 -8.586 -0.750
C -3.431 5.707 -1.708 -0.302
C -3.093 4.389 -1.526 0.431
C -3.038 3.588 -2.818 0.066
O -2.689 2.422 -2.888 -0.166
C -3.438 4.259 -4.070 -0.269
C -3.790 5.577 -4.250 0.195
C -3.741 6.403 -2.972 0.306
O -3.945 7.603 -2.925 -0.517
O -4.126 6.136 -5.307 -0.518
O -2.832 3.809 -0.451 -0.548
H -3.485 6.358 -0.842 0.504
H -3.436 3.597 -4.928 0.575
K 4.219 -2.263 8.747 0.983
Ca 4.641 3.354 8.562 1.409
Br 1.018 2.795 4.590 -0.405
```

## Properties
Kohn-Sham gap, eV: 0.89
Total charge: +1
Total energy, Eh: -9756.56286

No. 3
C2H5N3S | wB97M-V/def2-TZVPD

XYZ file:
```
11
Properties=species:S:1:pos:R:3:mulliken_charge:R:1
C 0.513 0.788 0.153 0.548
C 0.225 -0.432 1.008 -0.086
H -1.221 0.319 -0.685 0.246
H -0.366 1.704 -1.287 0.262
H 1.587 2.319 -0.040 0.224
H 0.657 -0.422 2.035 0.356
H -1.482 -3.060 -0.481 0.189
N -0.332 0.779 -0.978 -0.564
N 1.467 1.509 0.521 -0.610
N -0.276 -1.575 0.708 -0.409
S -0.772 -1.930 -0.953 -0.156
```

## Properties
ΔE to the lowest compared entry with this formula, charge and spin, kcal/mol: 47.4
Kohn-Sham gap, eV: 9.78
Total charge: 0
Total energy, Eh: -641.60857
SMILES: [H]/N=C(N)/C=N\S

No. 4
C35H29BrF2N8O2Y | wB97M-V/def2-TZVPD

XYZ file:
```
78
Properties=species:S:1:pos:R:3:mulliken_charge:R:1
Y 0.485 1.350 0.036 -0.403
N -3.081 1.047 -0.533 0.167
C -2.832 0.922 0.821 -0.370
N -3.916 0.716 1.558 -0.760
C -3.637 0.528 2.887 0.211
N -4.758 0.191 3.653 -0.539
N -2.496 0.609 3.470 -0.671
C -1.398 0.895 2.655 -0.195
N -1.569 1.002 1.235 1.133
C -0.164 1.105 3.180 0.258
C 0.098 1.119 4.605 -1.471
C 1.335 1.367 5.077 -0.107
C 2.427 1.610 4.158 -1.218
C 2.143 1.579 2.830 -0.081
N 0.914 1.371 2.291 0.310
H -4.038 1.288 -0.734 0.301
H -2.378 1.508 -1.092 0.058
H -5.604 0.587 3.272 0.270
H -4.618 0.406 4.629 0.287
H -0.738 0.934 5.265 0.405
H 1.511 1.388 6.147 0.390
H 3.435 1.793 4.500 0.374
H 2.936 1.744 2.101 0.432
F 0.100 2.264 -5.605 -0.373
C -0.168 1.367 -4.624 0.193
C -0.070 1.750 -3.302 -0.561
C -0.375 0.858 -2.265 0.370
C -0.760 -0.444 -2.641 -0.117
C -0.813 -0.792 -3.984 0.572
F -1.136 -2.066 -4.342 -0.406
C -0.519 0.088 -5.005 -1.059
C -1.297 -1.388 -1.626 0.965
C -2.555 -1.948 -1.847 -1.021
C -3.216 -2.639 -0.861 -0.773
C -2.602 -2.788 0.372 -1.303
C -1.336 -2.294 0.529 -0.058
N -0.681 -1.620 -0.443 3.329
H 0.241 2.771 -3.097 0.479
H -0.560 -0.213 -6.041 0.513
H -3.029 -1.754 -2.797 0.517
H -4.214 -3.022 -1.033 0.429
H -3.086 -3.281 1.202 0.543
H -0.787 -2.412 1.451 0.497
Br -1.982 4.345 0.233 -0.078
C -0.237 4.894 -0.250 0.218
C 0.018 6.243 -0.427 -0.778
C 1.306 6.611 -0.772 -0.286
C 2.272 5.631 -0.922 -0.822
C 1.919 4.308 -0.720 0.417
N 0.671 3.944 -0.391 0.332
C 2.969 3.200 -0.865 0.329
O 4.087 3.536 -1.221 -0.762
O 2.543 2.028 -0.594 -0.441
H -0.772 6.967 -0.294 0.428
H 1.550 7.655 -0.920 0.408
H 3.296 5.846 -1.189 0.517
C 3.090 -1.585 -0.016 -2.067
C 1.792 -2.056 -0.692 3.417
C 2.001 -1.888 -2.200 -1.953
C 0.697 -1.129 -0.119 -2.861
C 1.450 -3.498 -0.322 -0.111
C 0.711 -4.318 -1.176 0.077
C 0.287 -5.582 -0.781 -0.957
C 0.594 -6.062 0.482 -0.458
C 1.328 -5.261 1.345 -0.878
C 1.745 -3.999 0.948 -0.584
H 3.350 -0.595 -0.397 0.387
H 3.911 -2.272 -0.229 0.419
H 2.988 -1.489 1.067 0.437
H 2.193 -0.836 -2.417 0.164
H 1.145 -2.189 -2.802 0.227
H 2.860 -2.480 -2.528 0.553
H 0.732 -1.257 0.970 0.266
H 0.442 -3.968 -2.164 0.382
H -0.292 -6.188 -1.468 0.412
H 0.263 -7.046 0.791 0.412
H 1.575 -5.616 2.339 0.398
H 2.300 -3.389 1.649 0.319
```

## Properties
ΔE to the lowest compared entry with this formula, charge and spin, kcal/mol: 15.5
Kohn-Sham gap, eV: 4.10
Total charge: -1
Total energy, Eh: -4751.96455

No. 5
C5H6N2O | wB97M-V/def2-TZVPD

XYZ file:
```
14
Properties=species:S:1:pos:R:3:mulliken_charge:R:1
C -1.701 1.742 0.231 -0.766
C -0.150 -0.123 -0.400 0.948
C 0.103 -0.555 0.974 -0.330
C 1.214 -1.373 0.823 -0.644
C 0.895 -0.581 -1.257 0.113
H -2.576 1.045 0.335 0.306
H -1.836 2.713 -0.636 0.280
H -1.002 1.933 1.097 0.286
H -0.640 -0.443 1.792 0.387
H 1.694 -1.611 1.713 0.406
H 2.024 -2.190 -0.982 0.364
N -0.832 0.865 -0.695 -0.437
N 1.974 -0.959 -0.496 -0.353
O 0.834 -0.464 -2.498 -0.560
```

## Properties
ΔE to the lowest compared entry with this formula, charge and spin, kcal/mol: 113.9
Kohn-Sham gap, eV: 8.74
Total charge: 0
Total energy, Eh: -378.68938